This record from OMol25 describes a molecular structure, C19H14BrN3NaO3SbSe4. The level of theory is wB97M-V/def2-TZVPD.

```
46
Properties=species:S:1:pos:R:3:forces:R:3
Na 1.71743 -0.67791 -0.33373 0.45 0.27 -0.03
O 2.15263 -2.15172 -1.80470 0.03 -0.26 -0.35
C 1.27360 -2.77017 -2.48305 -0.10 -0.11 0.20
C 1.60135 -3.36409 -3.74323 -0.08 0.01 -0.02
C 0.67510 -4.01750 -4.52511 0.06 0.00 -0.08
C -0.65692 -4.13882 -4.12467 -0.01 0.03 0.08
C -1.01162 -3.58583 -2.90249 -0.04 -0.04 -0.08
C -0.10750 -2.93449 -2.06660 -0.05 0.19 0.06
C -0.65160 -2.42355 -0.79450 0.25 -0.22 -0.22
N 0.06533 -2.11327 0.20994 -0.34 0.30 0.35
N -0.61260 -1.72234 1.37080 0.17 -0.02 -0.34
C 0.01077 -0.75184 2.00463 -0.24 -0.02 0.43
O 0.99873 -0.04628 1.62582 -0.11 -0.13 0.03
C -0.55135 -0.45600 3.38087 0.01 0.06 -0.13
C 0.10999 0.45700 4.19477 -0.05 0.01 0.04
C -0.37413 0.76097 5.46084 0.02 0.01 -0.03
C -1.52618 0.14652 5.92856 0.00 0.01 0.03
C -2.19208 -0.77044 5.12197 -0.02 -0.01 -0.01
C -1.70991 -1.06801 3.85685 0.02 -0.01 0.00
H 2.63131 -3.26288 -4.06719 0.00 0.00 0.00
H 0.98960 -4.43669 -5.47758 0.00 -0.01 0.01
H -1.38633 -4.64873 -4.74174 -0.01 0.01 0.00
H -2.04093 -3.67023 -2.56063 0.00 0.01 -0.01
H -1.74388 -2.33251 -0.73286 -0.01 -0.12 0.09
H 1.00386 0.93730 3.82165 -0.01 0.00 -0.01
H 0.14730 1.49800 6.05939 -0.01 -0.01 0.02
H -1.91012 0.38425 6.91456 0.00 0.01 0.00
H -3.09717 -1.24956 5.48016 0.00 0.00 0.00
H -2.21352 -1.77550 3.21206 -0.01 0.00 0.01
O -1.04760 4.27440 -3.66037 0.05 -0.05 0.00
C -0.55142 3.18871 -3.00541 -0.03 0.07 -0.04
C -1.22495 2.58531 -1.94933 0.05 -0.02 -0.01
C -0.63200 1.49601 -1.34418 -0.02 -0.06 0.09
N 0.54773 1.00182 -1.72058 0.07 -0.08 -0.08
C 1.15409 1.59126 -2.72483 0.12 0.03 -0.05
Br 2.85283 0.87944 -3.20660 -0.13 0.11 -0.03
C 0.66797 2.68327 -3.42353 -0.02 -0.03 0.07
H -1.83363 4.57722 -3.19668 -0.05 0.04 0.03
H -2.17166 2.96652 -1.58757 -0.01 0.00 -0.01
H -1.10631 0.99354 -0.50816 0.01 0.01 0.01
H 1.21807 3.13954 -4.23139 0.00 0.01 0.00
Se 4.66440 4.16010 1.92170 0.25 0.01 -0.10
Sb 2.43329 4.18005 2.73182 0.01 -0.07 0.14
Se 0.77456 5.26181 1.17272 -0.19 -0.10 -0.16
Se 1.88944 4.40224 5.03883 -0.04 0.02 0.22
Se 0.77402 2.80310 1.40876 0.00 0.18 -0.09
```
Positions in Å, forces in eV/Å.

Calculated values
gap between HOMO and LUMO: 0.2066 Ha
energy relative to the best compared isomer or geometry (same formula, charge and spin): 17.95 kcal per mole
charge: -2
HOMO energy: -1.929 eV

Atomic partial charges in e from the Löwdin method, atoms 1 to 2:
1. Na 0.332
2. O -0.157